(1)
The following is a DFT calculation (wB97M-V/def2-TZVPD) of a cluster of 12 separate species, C4H35N3O12 in total at a distorted geometry.

Structure (XYZ):
```
54
Properties=species:S:1:pos:R:3:nbo_charge:R:1
N -1.689 2.226 3.223 -0.8249
C -0.671 1.255 2.805 -0.0568
N -0.798 1.015 1.377 -0.7208
C 0.286 0.147 0.843 -0.2637
C 0.476 0.446 -0.656 -0.0869
N 1.760 -0.191 -1.068 -0.8768
C -0.656 -0.276 -1.435 -0.0731
O -0.704 0.117 -2.772 -0.7613
H -1.637 3.021 2.581 0.3568
H -2.607 1.809 3.108 0.3440
H -0.798 0.303 3.340 0.1890
H 0.313 1.574 3.211 0.1727
H -0.925 1.899 0.866 0.4141
H 1.208 0.430 1.394 0.2098
H 0.078 -0.859 1.232 0.2153
H 0.489 1.526 -0.859 0.2191
H 1.797 -0.046 -2.080 0.3624
H 1.766 -1.191 -0.941 0.3778
H -0.453 -1.362 -1.262 0.1731
H -1.612 -0.066 -0.906 0.1673
H -0.903 -0.600 -3.378 0.5017
O 1.500 4.364 0.345 -1.0021
H 2.090 3.987 1.004 0.4747
H 1.818 3.936 -0.487 0.4979
O -1.085 3.468 -0.142 -0.9758
H -0.400 4.165 -0.110 0.5193
H -1.123 3.099 -1.040 0.4738
O -2.778 -1.086 0.978 -1.0167
H -3.684 -0.738 0.912 0.4841
H -2.358 -0.166 1.001 0.5167
O 3.398 -0.339 1.518 -0.9673
H 4.125 -0.926 1.296 0.4687
H 3.078 0.010 0.676 0.4907
O 0.081 -4.043 -0.928 -1.0035
H 0.257 -4.938 -0.612 0.4923
H -0.857 -3.775 -0.834 0.5121
O 1.036 -1.772 3.760 -0.9713
H 0.413 -2.407 3.358 0.4910
H 1.838 -1.842 3.211 0.4712
O -1.297 -2.837 2.575 -0.9705
H -1.885 -2.065 2.430 0.5034
H -1.287 -3.336 1.742 0.4733
O 2.447 3.049 -1.719 -0.9655
H 2.537 2.089 -1.693 0.4886
H 1.987 3.238 -2.556 0.5122
O -2.558 -3.346 -0.511 -1.0099
H -2.356 -2.571 0.060 0.5141
H -3.495 -3.455 -0.666 0.4961
O 0.640 2.321 -3.676 -0.9925
H 0.288 1.437 -3.435 0.4999
H -0.078 2.667 -4.218 0.4761
O 0.755 -3.289 -3.537 -0.9975
H 0.068 -3.543 -4.160 0.4715
H 0.574 -3.497 -2.604 0.5060
```

HOMO energy	-0.332	Eh
2S+1	1
total energy	-33757.02596	eV
E_LUMO	-0.006	Eh

(2)
The following is a DFT calculation (wB97M-V/def2-TZVPD) of a structure of composition C37H35As2BrCl2CsN3O5 at a distorted geometry.

Structure (XYZ):
```
86
Properties=species:S:1:pos:R:3:lowdin_charge:R:1
Cs -2.369 -0.171 1.347 1.4085
N -4.858 2.073 -1.479 -0.0023
C -3.776 3.024 -1.206 -0.2217
C -2.990 2.772 0.087 -0.6497
O -3.643 2.235 1.049 -0.2970
N -1.747 3.159 0.044 0.0216
C -1.006 3.142 1.292 -0.1923
C -0.115 1.924 1.597 -0.7879
O 0.528 1.975 2.670 -0.0690
O -0.087 0.955 0.787 -0.4099
H -5.324 1.921 -0.587 0.0423
H -4.447 1.169 -1.699 0.0353
H -4.215 4.023 -1.119 0.0997
H -3.085 3.050 -2.049 0.0921
H -1.652 3.261 2.171 0.1087
H -0.315 3.991 1.293 0.1003
Cl -1.443 -3.338 -0.387 0.5065
C -1.967 -3.542 1.300 -1.0255
Cl -0.704 -3.065 2.437 0.5485
H -2.201 -4.585 1.477 0.0268
H -2.843 -2.918 1.463 -0.0559
C 2.986 0.395 0.542 -0.4366
C 3.254 1.023 -0.823 -0.4375
As 1.731 2.121 -1.456 1.3554
C 2.657 2.712 -3.101 -0.3862
C 3.775 3.536 -2.951 -0.1403
C 4.449 4.047 -4.049 -0.1141
C 4.004 3.757 -5.333 -0.1241
C 2.884 2.956 -5.499 -0.1054
C 2.218 2.438 -4.394 -0.1064
C 0.581 0.761 -2.252 -0.4092
C -0.793 0.882 -2.045 -0.1107
C -1.647 -0.098 -2.531 -0.0852
C -1.143 -1.196 -3.221 -0.1206
C 0.223 -1.308 -3.440 -0.1103
C 1.082 -0.326 -2.957 -0.1480
As 1.927 -1.271 0.488 1.3234
C 2.353 -1.738 2.346 -0.4198
C 2.953 -2.938 2.722 -0.1315
C 3.123 -3.256 4.063 -0.1148
C 2.687 -2.378 5.047 -0.1167
C 2.085 -1.182 4.679 -0.0841
C 1.914 -0.858 3.339 -0.1077
C 3.313 -2.384 -0.392 -0.3938
C 4.681 -2.319 -0.132 -0.1175
C 5.581 -3.114 -0.829 -0.1032
C 5.124 -3.995 -1.801 -0.1173
C 3.765 -4.076 -2.069 -0.1028
C 2.871 -3.273 -1.369 -0.1263
H 2.423 1.073 1.186 0.0414
H 3.920 0.154 1.057 0.0552
H 3.581 0.284 -1.560 0.0516
H 4.070 1.746 -0.727 0.0487
H 4.117 3.786 -1.952 0.0888
H 5.318 4.679 -3.907 0.0906
H 4.523 4.159 -6.195 0.0873
H 2.525 2.731 -6.497 0.0928
H 1.348 1.809 -4.539 0.0909
H -1.151 1.724 -1.456 0.0565
H -2.717 -0.020 -2.358 0.0914
H -1.817 -1.965 -3.579 0.0951
H 0.624 -2.164 -3.973 0.0935
H 2.150 -0.430 -3.125 0.0973
H 3.286 -3.635 1.962 0.0908
H 3.588 -4.196 4.340 0.0888
H 2.808 -2.631 6.094 0.0877
H 1.732 -0.494 5.438 0.1023
H 1.432 0.081 3.067 0.0751
H 5.054 -1.644 0.630 0.0972
H 6.641 -3.047 -0.613 0.0920
H 5.824 -4.616 -2.347 0.0887
H 3.401 -4.761 -2.825 0.0930
H 1.807 -3.327 -1.580 0.0783
Br -7.522 3.270 2.322 0.7054
C -7.231 1.500 2.948 -0.6575
C -8.111 0.967 3.875 -0.2297
N -7.964 -0.259 4.367 0.0450
C -6.926 -0.974 3.931 -0.0986
C -6.014 -0.528 2.985 -0.1038
C -6.164 0.760 2.478 -0.0367
C -4.867 -1.402 2.505 -0.8191
O -3.952 -1.643 3.319 -0.1280
O -4.895 -1.720 1.295 -0.1210
H -8.954 1.548 4.232 0.0850
H -6.813 -1.964 4.360 0.1137
H -5.454 1.179 1.769 0.0824
```

HOMO energy	-0.091	Eh
2S+1	1
total energy	-270960.88692	eV
net charge	-2
E_LUMO	0.135	Eh

(3)
The following is a DFT calculation (wB97M-V/def2-TZVPD) of a cluster of 5 separate species, C17H24B3Cl8NO4S in total at a distorted geometry.

Structure (XYZ):
```
58
Properties=species:S:1:pos:R:3:nbo_charge:R:1
O 0.229 2.817 0.865 -0.5066
C -0.316 2.047 0.039 0.5875
C -1.432 2.439 -1.036 -0.9042
B -1.542 4.020 -1.377 1.1943
O -0.906 5.100 -0.672 -0.8841
B -0.752 6.273 -1.518 1.0243
O -0.755 6.239 -2.972 -0.9009
B -1.318 4.978 -3.436 1.2508
N -0.878 4.261 -4.691 -0.7171
C 0.330 3.844 -4.421 0.2648
S 1.976 3.779 -4.122 0.0656
O -2.336 4.406 -2.553 -0.9031
C 0.104 0.481 0.083 -0.1090
C 1.366 -0.007 -0.697 -0.2416
C 1.697 -1.527 -0.660 -0.2178
C 0.762 -2.499 0.139 -0.2310
C -0.497 -1.962 0.924 -0.2160
C -0.836 -0.451 0.897 -0.2585
H -2.460 1.972 -0.772 0.2907
H -1.125 1.916 -2.025 0.2721
H -0.624 7.323 -0.971 -0.0962
H 1.954 0.784 -1.265 0.2343
H 2.605 -1.902 -1.234 0.2274
H 0.987 -3.614 0.171 0.2361
H -1.175 -2.669 1.523 0.2525
H -1.756 -0.045 1.447 0.2383
Cl -2.348 -2.529 -0.622 -0.0162
C -2.785 -3.952 -1.603 -0.3982
C -3.878 -4.780 -0.957 -0.3873
Cl -3.315 -5.593 0.525 -0.0593
H -1.880 -4.539 -1.769 0.2230
H -3.128 -3.576 -2.570 0.2238
H -4.205 -5.563 -1.643 0.2219
H -4.745 -4.169 -0.699 0.2236
Cl 3.146 -5.598 3.909 -0.0674
C 3.959 -4.157 3.250 -0.3829
C 3.174 -2.887 3.509 -0.4014
Cl 1.657 -2.831 2.574 -0.0307
H 4.122 -4.319 2.183 0.2208
H 4.935 -4.095 3.737 0.2221
H 3.763 -2.018 3.207 0.2250
H 2.925 -2.778 4.567 0.2309
Cl -2.195 8.929 -6.468 -0.0542
C -3.306 7.545 -6.321 -0.3897
C -2.711 6.270 -6.888 -0.3935
Cl -2.544 6.336 -8.660 -0.0561
H -4.242 7.807 -6.818 0.2246
H -3.511 7.416 -5.256 0.2206
H -3.365 5.425 -6.663 0.2235
H -1.728 6.063 -6.462 0.2268
Cl 3.961 -3.009 7.705 -0.0640
C 4.248 -4.681 8.249 -0.3864
C 3.151 -5.626 7.802 -0.3962
Cl 1.606 -5.301 8.629 -0.0589
H 4.352 -4.671 9.335 0.2242
H 5.203 -4.993 7.819 0.2217
H 3.427 -6.654 8.041 0.2222
H 2.980 -5.560 6.727 0.2348
```

HOMO energy	-0.300	Eh
2S+1	1
total energy	-140743.53546	eV
E_LUMO	-0.029	Eh

(4)
The following is a DFT calculation (wB97M-V/def2-TZVPD) of a cluster of 2 separate species, C22H42BBrFN3O2 in total at a distorted geometry.

Structure (XYZ):
```
72
Properties=species:S:1:pos:R:3:lowdin_charge:R:1
C -0.991 -0.871 4.342 -0.1251
O -0.541 0.519 4.318 -0.2521
C -1.641 1.393 3.903 -0.2114
C -2.112 1.156 2.384 -0.1728
C -2.627 2.511 1.643 -0.1918
C -2.324 2.484 0.067 -0.2146
C -3.546 1.988 -0.852 -0.2081
C -3.083 1.345 -2.262 -0.2085
C -2.028 2.239 -3.078 -0.2111
C -1.045 1.411 -4.042 -0.1987
C -0.278 0.193 -3.311 -0.2098
C 1.327 0.475 -3.264 -0.1777
C 1.694 1.685 -2.220 -0.1448
C 2.807 1.167 -1.163 -0.0977
C 4.259 1.667 -1.440 -0.4681
Br 4.796 2.816 -2.949 0.7281
C 5.438 1.248 -0.464 -0.0352
C 5.028 0.300 0.706 0.0321
C 3.542 -0.168 0.855 -0.0073
B 3.289 -1.207 2.112 -0.4715
N 2.729 -0.701 3.415 0.1320
O 3.556 -2.624 2.013 0.0806
N 2.468 0.272 -0.041 -0.0177
C 1.069 -0.239 0.188 -0.1250
C 0.883 -1.770 -0.349 -0.1628
C -0.510 -2.428 0.101 -0.2124
C -0.652 -3.821 -0.736 -0.1906
C -1.973 -4.662 -0.336 -0.2811
N -2.404 -4.508 1.083 -0.0394
H -1.984 -0.972 4.915 0.1026
H -0.241 -1.558 4.898 0.1046
H -1.064 -1.266 3.270 0.0716
H -2.511 1.189 4.622 0.1222
H -1.279 2.475 4.104 0.1351
H -1.230 0.700 1.807 0.0852
H -2.969 0.381 2.375 0.1184
H -2.004 3.367 2.116 0.1101
H -3.715 2.714 1.925 0.1166
H -2.067 3.559 -0.276 0.1161
H -1.403 1.827 -0.149 0.0873
H -4.151 1.231 -0.216 0.1115
H -4.283 2.850 -1.096 0.1181
H -4.043 1.280 -2.906 0.1149
H -2.759 0.265 -2.070 0.0944
H -2.654 2.932 -3.768 0.1191
H -1.386 2.937 -2.441 0.0944
H -0.216 2.153 -4.373 0.1123
H -1.608 1.094 -5.002 0.1170
H -0.509 -0.803 -3.859 0.1185
H -0.673 0.053 -2.242 0.0676
H 1.675 0.743 -4.325 0.1160
H 1.876 -0.483 -2.966 0.0987
H 1.996 2.647 -2.750 0.0800
H 0.686 1.923 -1.693 0.0940
H 6.519 1.613 -0.646 0.1029
H 5.842 -0.049 1.428 0.1117
H 1.688 -0.706 3.406 0.0542
H 3.080 0.249 3.631 0.0857
H 3.548 -2.949 2.943 0.1057
H 0.280 0.366 -0.394 0.0902
H 0.747 -0.133 1.298 0.1192
H 1.788 -2.426 -0.066 0.1218
H 0.863 -1.667 -1.505 0.0955
H -0.436 -2.609 1.237 0.0934
H -1.413 -1.728 -0.063 0.1175
H 0.320 -4.426 -0.548 0.1177
H -0.613 -3.520 -1.850 0.1091
H -1.699 -5.781 -0.470 0.1119
H -2.784 -4.430 -1.108 0.1142
H -2.929 -3.626 1.165 0.0609
H -1.604 -4.544 1.734 0.0673
F 6.190 3.257 -0.719 -0.6427
```

HOMO energy	-0.290	Eh
2S+1	1
total energy	-105489.09884	eV
E_LUMO	-0.018	Eh